No. 1
ORCA calculation (wB97M-V/def2-TZVPD) on C15H26BaBrClFNO3 as an isolated structure in a non-equilibrium geometry.

## Properties
* lowest unoccupied orbital energy: -9.6 eV
* orbital gap: 4.146 eV
* F_max: 0.1709 Eh/bohr
* charge: +2
* HOMO: -13.75 eV
* ΔE to the lowest compared entry with this formula, charge and spin: 0.000 eV

CARTESIAN COORDINATES (ANGSTROEM)
C1 2.80 -0.83 2.77
C2 1.44 -1.29 2.46
C3 0.42 -0.63 1.43
C4 1.13 0.15 0.20
C5 -0.06 0.47 -0.86
N1 -1.33 0.89 -0.19
C6 -2.25 1.60 -1.14
C7 -3.72 1.65 -0.50
O1 -4.38 0.36 -0.50
C8 -5.78 0.50 -0.10
C9 -6.39 -0.86 0.49
C10 2.16 -0.86 -0.51
C11 1.59 -2.34 -0.79
C12 1.91 -2.90 -2.27
F1 2.25 -3.27 0.15
O2 1.73 1.33 0.78
C13 2.38 2.15 -0.20
Br1 1.33 3.88 -0.27
C14 3.84 2.49 0.37
C15 4.99 1.52 -0.14
O3 5.56 0.79 0.71
Cl1 5.58 1.39 -1.87
H1 3.68 -1.36 2.23
H2 3.07 0.03 3.45
H3 1.05 -2.20 3.08
H4 -0.34 -1.42 1.10
H5 -0.19 0.17 2.00
H6 -0.32 -0.50 -1.44
H7 0.25 1.23 -1.66
H8 -1.87 0.07 0.12
H9 -2.36 1.07 -2.15
H10 -1.92 2.69 -1.27
H11 -4.35 2.34 -1.18
H12 -3.71 2.12 0.56
H13 -6.45 0.87 -0.96
H14 -5.86 1.30 0.73
H15 -7.37 -0.64 1.05
H16 -6.65 -1.63 -0.33
H17 -5.69 -1.34 1.27
H18 3.16 -0.97 0.04
H19 2.42 -0.40 -1.53
H20 0.46 -2.45 -0.65
H21 2.52 -2.19 -2.91
H22 0.91 -3.07 -2.82
H23 2.37 -3.95 -2.18
H24 2.37 1.75 -1.27
H25 4.05 3.61 0.21
H26 3.79 2.37 1.52
Ba1 1.78 -3.71 2.96

Atomic partial charges in e from the Löwdin method, atoms 1 to 4: 0.024, -0.357, -0.085, -0.398

No. 2
ORCA calculation (wB97M-V/def2-TZVPD) on C15H26F6NO3P2Pr as an isolated structure in a non-equilibrium geometry.

## Properties
* multiplicity: 3
* lowest unoccupied orbital energy (alpha / beta): -7.7 / -6.9 eV
* orbital gap (alpha / beta): 3.271 / 4.286 eV
* F_max: 0.1715 Eh/bohr
* charge: +2
* <S²>: 2.03
* HOMO (alpha / beta): -10.94 / -11.20 eV
* ΔE to the lowest compared entry with this formula, charge and spin: 7.345 eV

CARTESIAN COORDINATES (ANGSTROEM)
Pr1 0.88 -0.37 0.89
P1 -3.38 -0.24 -1.06
C1 -2.25 1.22 -1.38
C2 -0.93 1.04 -2.11
N1 0.16 0.81 -1.30
C3 1.37 1.16 -1.79
C4 1.62 1.44 -3.11
C5 0.56 1.44 -4.00
C6 -0.73 1.25 -3.48
C7 2.51 1.29 -0.76
P2 3.35 -0.32 -0.31
H1 -1.57 1.25 -4.15
H2 2.64 1.64 -3.45
H3 0.70 1.60 -5.05
H4 3.27 1.96 -1.17
H5 2.12 1.78 0.16
H6 -2.91 1.83 -1.92
H7 -2.15 1.70 -0.38
H8 -2.37 -5.33 -5.22
O1 -2.23 -4.61 -4.62
H9 -1.14 -4.66 -4.52
H10 -3.13 -1.54 -1.85
O2 -2.21 -1.87 -1.58
H11 -1.41 -1.42 -2.14
C8 3.90 -0.90 -1.91
H12 4.84 -0.37 -2.16
H13 4.08 -1.99 -1.83
H14 3.13 -0.72 -2.69
C9 4.83 0.16 0.60
H15 5.40 -0.76 0.81
H16 5.43 0.88 0.01
H17 4.53 0.61 1.57
C10 -3.47 -0.88 0.62
H18 -4.52 -0.75 1.01
H19 -3.19 -1.96 0.60
H20 -2.79 -0.32 1.34
C11 -4.96 -0.05 -1.83
H21 -5.66 -0.78 -1.44
H22 -5.35 0.92 -1.58
H23 -4.92 -0.17 -2.91
C12 -1.21 1.18 4.04
C13 -0.02 1.45 3.14
O3 -0.31 1.16 1.79
C14 0.23 2.98 3.05
F1 0.67 3.55 4.21
F2 1.13 3.29 2.08
F3 -0.93 3.60 2.70
C15 1.21 0.70 3.72
F4 1.37 0.80 5.04
F5 1.05 -0.72 3.44
F6 2.39 1.01 3.08
H24 -2.06 1.71 3.60
H25 -0.97 1.57 5.04
H26 -1.37 0.10 4.05

Atomic partial charges in e from the Löwdin method, atoms 1 to 4: 1.387, 0.847, -0.189, -0.264

No. 3
ORCA calculation (wB97M-V/def2-TZVPD) on C15H26I2InLuN2O3S3 as an isolated structure in a non-equilibrium geometry.

## Properties
* lowest unoccupied orbital energy (alpha / beta): -16.2 / -16.2 eV
* orbital gap (alpha / beta): 3.636 / 3.628 eV
* F_max: 0.1682 Eh/bohr
* charge: +4
* HOMO (alpha / beta): -19.83 / -19.83 eV
* ΔE to the lowest compared entry with this formula, charge and spin: 4.816 eV

CARTESIAN COORDINATES (ANGSTROEM)
I1 0.00 -2.74 -0.33
I2 -0.66 -2.04 -4.37
Lu1 0.09 0.65 -2.94
In1 -0.78 1.49 0.26
S1 1.59 -1.11 -1.68
S2 -1.79 -0.27 -1.50
C1 1.46 1.42 0.84
C2 3.39 -1.02 -2.15
C3 -3.70 0.11 -1.54
C4 3.62 -0.74 -3.62
C5 4.02 0.08 -1.30
C6 3.89 -2.40 -1.76
C7 -4.17 -0.29 -2.93
C8 -3.98 1.58 -1.31
C9 -4.22 -0.77 -0.41
C10 1.51 2.45 -1.95
C11 -0.44 2.78 -1.71
O1 2.34 1.68 1.56
O2 2.25 3.20 -1.38
O3 -0.97 3.83 -1.43
H1 3.27 0.26 -3.93
H2 3.14 -1.47 -4.29
H3 4.71 -0.76 -3.81
H4 3.54 1.04 -1.54
H5 5.08 0.14 -1.54
H6 3.89 -0.11 -0.23
H7 3.64 -2.62 -0.72
H8 4.97 -2.51 -1.86
H9 3.42 -3.17 -2.38
H10 -5.25 -0.11 -3.02
H11 -3.96 -1.33 -3.17
H12 -3.66 0.33 -3.67
H13 -5.07 1.67 -1.31
H14 -3.57 2.21 -2.10
H15 -3.59 1.93 -0.35
H16 -5.29 -0.65 -0.28
H17 -3.75 -0.49 0.54
H18 -4.01 -1.83 -0.56
S3 -2.10 1.68 2.12
C12 -1.35 0.72 3.39
N1 -2.10 -0.22 4.00
C13 -1.53 -1.17 4.95
C14 -0.52 -0.43 5.81
C15 0.52 0.28 4.96
N2 -0.07 0.91 3.77
H19 -2.99 -0.43 3.53
H20 -1.02 -1.95 4.41
H21 -2.33 -1.58 5.55
H22 -0.02 -1.13 6.47
H23 -1.02 0.28 6.45
H24 1.25 -0.45 4.62
H25 1.04 1.05 5.53
H26 0.43 1.63 3.29

Atomic partial charges in e from the Löwdin method, atoms 1 to 4: 0.654, 0.312, 1.060, 0.477